Arrangement w

Here is a cluster of 12 separate species, C36H72O36 in total from the OMol25 dataset. Energies are from ωB97M-V/def2-TZVPD.

Multiplicity: 1
SMILES: COC(=O)OC.COC(=O)OC.COC(=O)OC.COC(=O)OC.COC(=O)OC.COC(=O)OC.COC(=O)OC.COC(=O)OC.COC(=O)OC.COC(=O)OC.COC(=O)OC.COC(=O)OC
HOMO-LUMO gap in eV: 10.8465
Net charge: 0

Each line ends with the Löwdin charge.
CARTESIAN COORDINATES (ANGSTROEM)
C (0.90655, -2.93365, -4.88039)  -0.054
O (-0.34224, -3.51782, -4.60100)  -0.007
C (-1.41644, -3.05678, -5.23687)  -0.627
O (-1.43683, -2.07741, -5.93648)  0.117
O (-2.43035, -3.84132, -4.93309)  0.020
C (-3.72635, -3.43776, -5.38385)  -0.021
H (1.73792, -3.54791, -4.54309)  0.094
H (1.02586, -1.95529, -4.40605)  0.095
H (1.01423, -2.78565, -5.95709)  0.101
H (-3.71252, -2.73057, -6.21023)  0.088
H (-4.05066, -2.79226, -4.56050)  0.081
H (-4.42592, -4.25507, -5.50519)  0.106
C (3.27192, 4.36418, 3.25070)  -0.006
O (4.29903, 3.65676, 2.53566)  0.005
C (3.83483, 2.91144, 1.51972)  -0.616
O (2.70964, 2.86868, 1.11502)  0.122
O (4.86449, 2.20221, 1.05347)  -0.008
C (4.63409, 1.45047, -0.12486)  -0.031
H (2.70569, 5.02031, 2.59302)  0.099
H (3.81608, 4.93513, 3.99947)  0.104
H (2.63383, 3.65417, 3.76519)  0.073
H (5.60828, 1.15287, -0.50345)  0.098
H (4.00642, 1.95091, -0.86171)  0.095
H (4.10770, 0.52308, 0.13097)  0.088
C (4.53292, 0.24512, 3.56199)  -0.031
O (4.39254, 0.07087, 4.97135)  0.017
C (5.05357, -0.98112, 5.45592)  -0.633
O (5.50002, -1.90531, 4.82529)  0.130
O (5.11333, -0.87422, 6.75979)  0.001
C (5.79202, -1.84862, 7.54946)  -0.029
H (4.42838, -0.70173, 3.03526)  0.098
H (5.40764, 0.79531, 3.21920)  0.101
H (3.68060, 0.87359, 3.29329)  0.086
H (6.83237, -1.76221, 7.23695)  0.102
H (5.40541, -2.86205, 7.45530)  0.089
H (5.65169, -1.54834, 8.58428)  0.095
C (1.63719, -3.28271, -1.43690)  -0.048
O (1.82304, -4.57868, -0.90151)  0.010
C (2.66033, -4.69628, 0.13688)  -0.607
O (2.78698, -3.96074, 1.08147)  0.135
O (3.29106, -5.85446, -0.00154)  0.002
C (4.18538, -6.25236, 1.04244)  -0.028
H (2.45879, -3.00182, -2.10618)  0.098
H (1.75329, -2.53949, -0.64613)  0.078
H (0.70914, -3.09716, -1.96661)  0.069
H (3.71027, -6.55613, 1.97172)  0.100
H (4.89159, -5.43822, 1.19853)  0.097
H (4.70949, -7.10083, 0.60701)  0.092
C (-3.37526, 0.88751, -6.13221)  -0.017
O (-3.16061, 2.29381, -6.25286)  0.017
C (-2.46515, 2.93197, -5.34270)  -0.589
O (-2.13831, 2.52682, -4.25974)  0.121
O (-2.28198, 4.16956, -5.85813)  -0.007
C (-1.89117, 5.26534, -5.03925)  -0.031
H (-3.60755, 0.54453, -5.12609)  0.078
H (-2.46087, 0.41129, -6.48522)  0.096
H (-4.21459, 0.64449, -6.77817)  0.093
H (-1.12802, 5.09862, -4.27719)  0.064
H (-2.73182, 5.68437, -4.48226)  0.098
H (-1.47419, 5.91984, -5.80357)  0.099
C (2.37941, -3.58124, 7.95814)  -0.022
O (2.26638, -3.40300, 6.54038)  -0.008
C (1.50372, -2.40725, 6.08290)  -0.617
O (1.12459, -1.50637, 6.78914)  0.117
O (1.28470, -2.59440, 4.80384)  0.029
C (0.62359, -1.62928, 3.99359)  -0.016
H (3.25282, -2.97901, 8.20261)  0.078
H (2.41016, -4.65103, 8.13745)  0.096
H (1.51791, -3.20411, 8.51032)  0.095
H (0.05507, -2.10124, 3.19337)  0.100
H (1.36005, -0.96015, 3.56926)  0.069
H (-0.14608, -1.12696, 4.58174)  0.103
C (-0.26838, 3.08944, 2.66358)  -0.039
O (0.12796, 2.18103, 3.68052)  -0.010
C (0.59705, 2.69939, 4.82056)  -0.640
O (0.67535, 3.85889, 5.08040)  0.133
O (1.02405, 1.67732, 5.54267)  0.003
C (1.27309, 1.85396, 6.91476)  -0.044
H (0.63588, 3.31825, 2.09324)  0.070
H (-0.57747, 4.07805, 3.00580)  0.101
H (-0.97136, 2.61350, 1.98729)  0.089
H (1.91353, 2.72301, 7.08315)  0.097
H (1.84185, 1.01227, 7.30499)  0.083
H (0.36653, 1.90566, 7.51765)  0.103
C (-3.25269, 8.30174, -0.32617)  -0.033
O (-2.71609, 7.23135, -1.09029)  0.007
C (-2.68007, 6.01893, -0.57874)  -0.639
O (-3.02857, 5.67623, 0.51047)  0.133
O (-2.19871, 5.20684, -1.52475)  -0.013
C (-2.15914, 3.81829, -1.22802)  -0.036
H (-3.29489, 8.13272, 0.74598)  0.095
H (-4.22595, 8.58468, -0.72876)  0.095
H (-2.58949, 9.13430, -0.56754)  0.094
H (-3.17645, 3.42368, -1.20847)  0.105
H (-1.64123, 3.58441, -0.29768)  0.081
H (-1.60512, 3.36826, -2.04684)  0.061
C (-1.80771, -0.58109, -2.55317)  -0.012
O (-0.97359, -0.98694, -1.47415)  0.012
C (-0.44986, -0.09733, -0.66122)  -0.599
O (-0.59276, 1.09745, -0.69745)  0.131
O (0.29208, -0.75701, 0.23345)  -0.009
C (1.10720, -0.01983, 1.14404)  -0.029
H (-1.40688, -0.71351, -3.55468)  0.091
H (-2.32246, 0.36510, -2.39644)  0.089
H (-2.65404, -1.27226, -2.47128)  0.087
H (1.41359, 0.90573, 0.64743)  0.080
H (1.96570, -0.62209, 1.41760)  0.093
H (0.49998, 0.34318, 1.97245)  0.083
C (-6.10107, -1.35406, -5.18247)  -0.056
O (-5.40473, -0.75767, -4.11053)  -0.030
C (-5.95730, -0.69000, -2.91316)  -0.629
O (-7.07440, -1.04213, -2.65994)  0.149
O (-5.05446, -0.18216, -2.09618)  -0.018
C (-5.32337, -0.04157, -0.70258)  -0.011
H (-6.92765, -0.73139, -5.52945)  0.108
H (-6.43282, -2.37164, -4.99237)  0.105
H (-5.39566, -1.32323, -6.00991)  0.073
H (-6.01955, 0.79059, -0.57897)  0.102
H (-4.38292, 0.26045, -0.24982)  0.093
H (-5.74846, -0.95358, -0.28973)  0.102
C (-2.68235, -9.16250, -0.08669)  -0.037
O (-2.76039, -8.08179, -1.01351)  0.010
C (-2.34204, -6.88899, -0.61739)  -0.616
O (-2.01773, -6.56463, 0.50164)  0.113
O (-2.17215, -6.12821, -1.68205)  0.008
C (-1.69597, -4.78736, -1.63796)  -0.021
H (-2.21989, -9.93608, -0.70789)  0.094
H (-3.66576, -9.57943, 0.13316)  0.091
H (-2.11192, -9.00107, 0.82115)  0.094
H (-2.53696, -4.13784, -1.86516)  0.095
H (-0.88247, -4.79058, -2.35919)  0.083
H (-1.24107, -4.49529, -0.69013)  0.096
C (1.22399, 2.65842, -3.39931)  -0.061
O (1.76642, 3.33535, -2.29544)  0.022
C (1.38745, 4.60569, -2.16784)  -0.605
O (0.78646, 5.27948, -2.94947)  0.131
O (1.87309, 5.02688, -0.99603)  -0.005
C (1.19046, 6.14537, -0.41213)  -0.018
H (0.14850, 2.44342, -3.29083)  0.067
H (1.57006, 1.63981, -3.56030)  0.093
H (1.17137, 3.21876, -4.33512)  0.099
H (0.46433, 5.76819, 0.30458)  0.094
H (0.80123, 6.74405, -1.23390)  0.093
H (1.88168, 6.79584, 0.12254)  0.091

Arrangement x

Here is a cluster of 12 separate species, C36H72O36 in total from the OMol25 dataset. Energies are from ωB97M-V/def2-TZVPD.

Multiplicity: 1
SMILES: COC(=O)OC.COC(=O)OC.COC(=O)OC.COC(=O)OC.COC(=O)OC.COC(=O)OC.COC(=O)OC.COC(=O)OC.COC(=O)OC.COC(=O)OC.COC(=O)OC.COC(=O)OC
HOMO-LUMO gap in eV: 10.8635
Net charge: 0

Each line ends with the Löwdin charge.
CARTESIAN COORDINATES (ANGSTROEM)
C (15.22295, 21.45024, 14.94189)  0.003
O (15.71060, 20.06742, 14.88886)  0.020
C (14.87931, 19.07856, 14.94802)  -0.660
O (13.63504, 19.19218, 15.05789)  0.072
O (15.54569, 17.99684, 14.96356)  0.029
C (14.91394, 16.72657, 15.20358)  -0.007
H (15.90718, 22.28308, 14.77973)  0.087
H (14.75315, 21.69523, 15.89445)  0.098
H (14.59628, 21.56810, 14.05786)  0.096
H (15.49682, 15.95703, 14.69746)  0.082
H (13.88366, 16.64800, 14.85652)  0.095
H (14.84616, 16.30235, 16.20535)  0.098
C (21.48993, 18.46866, 16.10833)  -0.047
O (22.33750, 18.43584, 17.20589)  0.012
C (22.76875, 19.56865, 17.74823)  -0.528
O (22.82141, 20.65119, 17.23687)  0.135
O (23.06950, 19.31237, 19.12825)  -0.051
C (23.13086, 20.53455, 19.90426)  -0.057
H (21.94464, 18.70556, 15.14644)  0.088
H (20.67505, 19.16317, 16.31257)  0.107
H (21.12045, 17.46756, 15.88608)  0.085
H (23.86602, 21.20255, 19.45546)  0.090
H (23.24061, 20.31951, 20.96718)  0.091
H (22.14575, 20.99243, 19.81479)  0.089
C (22.07197, 13.50343, 10.43601)  -0.004
O (22.18332, 12.03804, 10.41697)  -0.020
C (23.44235, 11.51662, 10.63843)  -0.531
O (24.50914, 12.10111, 10.85923)  0.099
O (23.29143, 10.21853, 10.81945)  -0.036
C (24.31814, 9.29274, 11.01697)  -0.035
H (22.54911, 13.69875, 11.39637)  0.071
H (21.01443, 13.75987, 10.49879)  0.081
H (22.57609, 14.07523, 9.65690)  0.074
H (23.92725, 8.42321, 10.48854)  0.098
H (24.30714, 9.06595, 12.08306)  0.098
H (25.26384, 9.58582, 10.56106)  0.104
C (18.26461, 14.69421, 9.83837)  -0.064
O (17.29868, 15.43437, 9.17049)  -0.027
C (17.24586, 16.79567, 9.26759)  -0.535
O (17.84611, 17.33289, 10.14895)  0.146
O (16.35165, 17.36693, 8.41818)  0.006
C (15.39422, 16.57696, 7.75296)  -0.062
H (18.17717, 14.71376, 10.92469)  0.083
H (19.28018, 14.81069, 9.46001)  0.092
H (18.11326, 13.63643, 9.62318)  0.094
H (14.60652, 17.15239, 7.26664)  0.095
H (14.89078, 15.98471, 8.51709)  0.098
H (15.81864, 15.92548, 6.98906)  0.096
C (18.84767, 11.19676, 12.35858)  -0.005
O (18.44212, 10.46855, 13.54458)  0.003
C (17.19877, 10.05685, 13.64328)  -0.586
O (16.25344, 10.39217, 12.89198)  0.061
O (17.04388, 9.36357, 14.75418)  0.018
C (15.75126, 8.84519, 14.96622)  -0.037
H (18.44416, 12.20931, 12.35301)  0.077
H (18.51103, 10.79599, 11.40246)  0.104
H (19.92531, 11.35540, 12.31822)  0.080
H (15.51413, 9.10676, 15.99746)  0.077
H (15.89916, 7.76782, 14.89202)  0.100
H (14.91868, 9.20512, 14.36177)  0.092
C (12.75523, 12.76867, 16.99726)  -0.057
O (14.07631, 13.17997, 17.31022)  -0.023
C (15.07268, 12.21721, 17.50540)  -0.462
O (14.94087, 10.98048, 17.40683)  0.075
O (16.27589, 12.79523, 17.83885)  -0.045
C (17.44647, 12.01007, 18.28509)  0.001
H (12.61160, 12.31352, 16.01731)  0.057
H (12.06062, 13.60766, 16.95572)  0.099
H (12.33176, 12.04896, 17.69783)  0.102
H (17.34174, 10.98735, 17.92290)  0.085
H (17.31661, 11.89630, 19.36133)  0.090
H (18.44190, 12.41499, 18.10275)  0.095
C (24.83485, 14.88984, 12.00360)  -0.035
O (24.21300, 16.05052, 12.54219)  0.009
C (24.54465, 17.24504, 12.15227)  -0.583
O (25.55935, 17.56864, 11.56890)  0.137
O (23.59336, 18.07823, 12.64241)  -0.006
C (23.72489, 19.36740, 12.35104)  -0.105
H (24.51589, 14.58547, 11.00674)  0.071
H (24.46414, 14.08802, 12.64217)  0.079
H (25.90998, 14.76737, 12.13473)  0.109
H (24.73544, 19.75784, 12.47123)  0.108
H (23.00050, 19.83902, 13.01507)  0.087
H (23.41959, 19.63671, 11.33992)  0.101
C (13.72796, 12.45931, 13.56924)  -0.071
O (12.41581, 12.29507, 13.14223)  0.010
C (11.68994, 11.28111, 13.64856)  -0.496
O (12.12674, 10.41596, 14.42664)  0.077
O (10.35872, 11.37686, 13.23560)  -0.025
C (9.44116, 10.31650, 13.61174)  -0.043
H (13.91903, 13.50549, 13.80820)  0.093
H (14.36425, 12.19955, 12.72322)  0.095
H (14.04240, 11.90362, 14.45266)  0.078
H (9.89154, 9.32556, 13.66907)  0.088
H (8.63666, 10.25165, 12.87915)  0.090
H (9.03347, 10.50175, 14.60551)  0.091
C (20.79951, 18.73752, 9.63027)  -0.061
O (22.10240, 18.61432, 9.29059)  0.030
C (22.62038, 17.44542, 9.21377)  -0.623
O (22.00931, 16.42274, 9.58301)  0.063
O (23.71984, 17.52578, 8.55103)  0.052
C (24.52624, 16.40307, 8.22428)  -0.013
H (20.69027, 18.23496, 10.59131)  0.084
H (20.19167, 18.17609, 8.92074)  0.102
H (20.51801, 19.78551, 9.73311)  0.109
H (25.41052, 16.29084, 8.85163)  0.097
H (24.80340, 16.45606, 7.17144)  0.098
H (23.96019, 15.47489, 8.30273)  0.081
C (21.13801, 15.99209, 12.73274)  0.005
O (19.80995, 15.42560, 12.70465)  0.019
C (19.16454, 15.26504, 13.78978)  -0.613
O (19.38187, 15.81124, 14.84193)  0.118
O (18.26493, 14.20844, 13.68413)  -0.039
C (17.73119, 13.57755, 14.87041)  -0.036
H (21.82613, 15.27628, 13.18241)  0.089
H (21.20222, 16.98146, 13.18565)  0.087
H (21.47800, 16.19191, 11.71658)  0.070
H (16.73394, 13.15512, 14.74732)  0.084
H (17.64823, 14.31989, 15.66423)  0.089
H (18.26132, 12.69863, 15.23724)  0.087
C (18.44633, 18.58414, 13.36710)  0.036
O (19.15743, 19.62862, 14.12310)  0.012
C (19.98760, 20.42843, 13.55075)  -0.630
O (20.41935, 20.31043, 12.39791)  0.085
O (20.22199, 21.35481, 14.48006)  0.010
C (21.22480, 22.34156, 14.18599)  -0.034
H (17.72154, 18.11116, 14.02972)  0.081
H (19.17633, 17.88380, 12.96125)  0.071
H (17.84689, 19.02997, 12.57337)  0.103
H (22.05596, 22.38596, 14.88977)  0.088
H (20.71943, 23.30346, 14.27227)  0.088
H (21.61526, 22.35255, 13.16838)  0.090
C (22.78466, 14.05024, 15.71511)  -0.047
O (22.83692, 13.04414, 14.70666)  -0.035
C (22.03152, 11.93143, 14.86785)  -0.515
O (21.24089, 11.77061, 15.80668)  0.104
O (22.18317, 11.18672, 13.77996)  -0.015
C (21.69788, 9.90464, 13.77728)  -0.063
H (23.33272, 14.94155, 15.40966)  0.088
H (23.27206, 13.75471, 16.64420)  0.102
H (21.76242, 14.42436, 15.77117)  0.089
H (21.71318, 9.61674, 12.72610)  0.100
H (20.71150, 9.93275, 14.24029)  0.086
H (22.32061, 9.29776, 14.43455)  0.110

The winner here is arrangement w, beating the second structure by 3.113 eV.

Arrangement w

Here is a cluster of 2 separate species, CHClN2O in total from the OMol25 dataset. Energies are from ωB97M-V/def2-TZVPD.

Multiplicity: 1
HOMO-LUMO gap in eV: 9.6398
Net charge: 0

Each line ends with the natural charge from an NBO analysis.
CARTESIAN COORDINATES (ANGSTROEM)
C (0.21460, -1.25067, -1.39842)  0.141
N (-2.76668, -2.35724, 0.33612)  -0.038
N (-2.96165, -3.36042, -0.09151)  0.043
O (-0.90811, -1.29427, -0.72775)  -0.682
Cl (0.00686, -0.43769, -2.83336)  0.021
H (-0.97965, -1.59679, 0.14226)  0.514

Arrangement x

Here is a cluster of 2 separate species, CHClN2O in total from the OMol25 dataset. Energies are from ωB97M-V/def2-TZVPD.

Multiplicity: 1
HOMO-LUMO gap in eV: 9.8711
Net charge: 0

Each line ends with the natural charge from an NBO analysis.
CARTESIAN COORDINATES (ANGSTROEM)
C (0.46233, -0.84395, -0.56777)  0.158
N (-1.08979, 1.96462, 0.01476)  -0.008
N (-2.04111, 1.42061, 0.08083)  0.007
O (1.37219, -0.65650, 0.36669)  -0.658
Cl (-0.82771, -1.72504, 0.09570)  -0.010
H (2.12409, -0.15973, 0.00980)  0.511

The winner here is arrangement x, beating the second structure by 0.564 eV.